DFT (ωB97M-V/def2-TZVPD) results for a 8-piece molecular cluster, C36H68Cl14NO overall at a distorted geometry.

Properties
* LUMO energy: -0.1127 Ha
* orbital gap: 7.941 eV
* HOMO energy: -0.4045 Eh
* charge: +1
* energy: -217282.8803 eV

CARTESIAN COORDINATES (ANGSTROEM)
C: -4.494 -1.966 0.157
C: -4.153 -3.476 0.118
C: -2.748 -3.686 0.720
C: -2.796 -3.826 2.236
C: -1.460 -4.231 2.892
C: -0.284 -3.453 2.292
C: 0.893 -3.247 3.278
C: 1.666 -2.032 2.848
N: 1.330 -0.882 3.451
C: 1.890 0.306 3.159
C: 2.855 0.384 2.194
C: 3.456 1.726 1.840
C: 2.354 2.807 1.652
C: 2.737 3.869 0.593
C: 1.613 4.126 -0.427
C: 2.204 4.449 -1.808
C: 1.159 4.412 -2.937
C: 1.464 3.213 -3.840
O: 0.522 3.039 -4.870
C: 0.833 3.808 -6.022
C: 3.245 -0.798 1.567
C: 2.656 -2.016 1.877
C: 3.071 -3.259 1.149
C: 2.423 -3.339 -0.250
H: -3.836 -1.449 0.861
H: -4.324 -1.502 -0.814
H: -5.514 -1.769 0.483
H: -4.902 -4.055 0.652
H: -4.076 -3.748 -0.930
H: -2.260 -4.575 0.303
H: -2.155 -2.822 0.411
H: -3.156 -2.902 2.704
H: -3.522 -4.595 2.512
H: -1.525 -4.080 3.969
H: -1.314 -5.293 2.679
H: 0.058 -3.855 1.339
H: -0.656 -2.444 2.066
H: 0.460 -3.020 4.254
H: 1.538 -4.119 3.309
H: 0.607 -0.901 4.159
H: 1.538 1.163 3.713
H: 4.053 1.628 0.937
H: 4.089 1.986 2.691
H: 2.153 3.246 2.627
H: 1.481 2.273 1.271
H: 2.871 4.812 1.130
H: 3.678 3.647 0.087
H: 1.004 4.981 -0.130
H: 0.942 3.266 -0.521
H: 2.973 3.693 -2.005
H: 2.672 5.433 -1.756
H: 1.183 5.328 -3.525
H: 0.160 4.267 -2.534
H: 2.492 3.295 -4.222
H: 1.404 2.318 -3.209
H: 1.304 4.742 -5.722
H: 1.529 3.264 -6.673
H: -0.074 3.994 -6.592
H: 4.022 -0.759 0.811
H: 2.771 -4.153 1.696
H: 4.157 -3.322 1.070
H: 1.403 -2.955 -0.230
H: 2.347 -4.386 -0.544
H: 3.009 -2.813 -1.003
Cl: -6.255 -4.392 -2.396
C: -6.993 -3.384 -3.669
C: -6.872 -1.916 -3.354
Cl: -7.852 -1.448 -1.941
H: -8.030 -3.690 -3.774
H: -6.471 -3.600 -4.600
H: -7.222 -1.327 -4.200
H: -5.842 -1.639 -3.142
Cl: -0.705 6.702 -1.910
C: -0.791 7.542 -0.340
C: 0.023 8.808 -0.335
Cl: 1.772 8.466 -0.422
H: -0.449 6.852 0.429
H: -1.839 7.772 -0.156
H: -0.151 9.353 0.591
H: -0.236 9.452 -1.171
Cl: -7.992 -1.298 2.846
C: -8.870 -2.287 1.647
C: -10.330 -1.927 1.566
Cl: -11.219 -2.385 3.041
H: -8.732 -3.332 1.913
H: -8.394 -2.107 0.685
H: -10.789 -2.463 0.737
H: -10.467 -0.860 1.409
Cl: 2.621 -3.364 8.068
C: 4.054 -3.906 7.158
C: 4.573 -2.831 6.240
Cl: 3.426 -2.513 4.902
H: 3.781 -4.801 6.603
H: 4.820 -4.166 7.886
H: 5.511 -3.148 5.789
H: 4.740 -1.895 6.766
Cl: -2.307 6.723 -8.281
C: -0.952 7.740 -8.835
C: 0.383 7.164 -8.439
Cl: 0.643 7.229 -6.675
H: -1.091 8.737 -8.425
H: -1.017 7.797 -9.920
H: 1.184 7.739 -8.900
H: 0.475 6.127 -8.753
Cl: 1.334 -6.483 5.038
C: 2.118 -7.592 3.884
C: 3.591 -7.729 4.166
Cl: 4.466 -6.207 3.822
H: 1.943 -7.214 2.880
H: 1.627 -8.558 3.980
H: 4.020 -8.498 3.527
H: 3.776 -7.995 5.203
Cl: 5.801 2.793 -0.840
C: 5.617 2.028 -2.441
C: 4.786 0.773 -2.374
Cl: 5.609 -0.545 -1.492
H: 6.612 1.838 -2.835
H: 5.120 2.751 -3.088
H: 4.590 0.409 -3.381
H: 3.833 0.958 -1.881

Löwdin atomic charge list, values in e, 8 entries: -0.099 -0.266 -0.237 -0.213 -0.193 -0.180 -0.159 -0.297